Version a
# C3H8O4S

A cluster of 3 separate species, C3H8O4S in total (ωB97M-V with the def2-TZVPD basis set, the Open Molecules 2025 dataset).

ORCA input file:
```
! wB97M-V def2-TZVPD RIJCOSX def2/J DEFGRID3
* xyz -2 1
O -2.287 0.027 1.879
C -1.512 0.065 0.900
O -0.638 0.991 0.743
C -1.494 -0.995 -0.200
C -2.172 -0.454 -1.464
S -2.239 -1.578 -2.985
H -2.029 -1.938 0.011
H -0.444 -1.407 -0.279
H -3.214 -0.383 -1.119
H -1.726 0.530 -1.674
H 3.868 0.877 0.781
H 4.945 2.044 0.753
O 4.802 1.098 0.899
H 1.559 0.398 -0.153
H 0.819 0.456 1.134
O 1.763 0.270 0.774
*
```

Properties
frontier orbital gap = 4.89 eV
molecular weight = 140.16 g mol⁻¹

=====

Version b
# C3H8O4S

A cluster of 3 separate species, C3H8O4S in total (ωB97M-V with the def2-TZVPD basis set, the Open Molecules 2025 dataset).

ORCA input file:
```
! wB97M-V def2-TZVPD RIJCOSX def2/J DEFGRID3
* xyz -2 1
O -1.032 -1.707 -1.643
C -0.026 -1.104 -1.296
O 0.837 -0.558 -1.957
C 0.292 -1.140 0.387
C 1.825 -0.597 0.873
S 1.920 -0.486 2.631
H 0.140 -2.188 0.527
H -0.292 -0.430 1.023
H 2.664 -1.242 0.579
H 1.716 0.337 0.479
H -2.683 1.028 2.358
H -2.950 0.500 1.008
O -2.993 1.378 1.490
H -0.293 2.703 -1.948
H 0.416 1.259 -2.149
O 0.460 2.246 -2.363
*
```

Properties
frontier orbital gap = 5.21 eV
molecular weight = 140.16 g mol⁻¹

=====

The structure with the least stability is version b.

=====

Version a
# C4H4N2O

The molecule C4H4N2O (ωB97M-V with the def2-TZVPD basis set, the Open Molecules 2025 dataset).

ORCA input file:
```
! wB97M-V def2-TZVPD RIJCOSX def2/J DEFGRID3
* xyz 0 1
C 0.379 -0.460 -0.322
C -1.058 1.193 -0.103
C 0.735 -1.188 0.730
O 1.150 0.058 -1.300
N -0.616 2.023 0.635
C -1.240 -0.239 -0.663
N -2.054 -0.940 -1.182
H 2.079 -0.168 -1.152
H -1.121 2.793 1.058
H 0.001 -1.509 1.453
H 1.746 -1.562 0.846
*
```

Properties
frontier orbital gap = 7.48 eV
molecular weight = 96.09 g mol⁻¹

=====

Version b
# C4H4N2O

A structure of composition C4H4N2O (ωB97M-V with the def2-TZVPD basis set, the Open Molecules 2025 dataset).

ORCA input file:
```
! wB97M-V def2-TZVPD RIJCOSX def2/J DEFGRID3
* xyz 0 1
N 2.781 -0.669 1.264
C 2.033 -0.517 0.391
C 1.096 -0.334 -0.704
O 0.042 -1.024 -0.759
C -1.412 -0.277 0.055
C -0.838 1.043 0.316
N -1.734 1.673 0.821
H 1.453 0.221 -1.576
H 0.290 1.172 0.019
H -2.149 -0.360 -0.738
H -1.563 -0.929 0.911
*
```

Properties
frontier orbital gap (spin up / spin down) = 8.29 / 7.88 eV
molecular weight = 96.09 g mol⁻¹

=====

Version c
# C4H4N2O

The molecule C4H4N2O (ωB97M-V with the def2-TZVPD basis set, the Open Molecules 2025 dataset).

ORCA input file:
```
! wB97M-V def2-TZVPD RIJCOSX def2/J DEFGRID3
* xyz 0 1
O -2.488 -1.285 0.081
C -1.875 -0.241 0.064
C -0.421 -0.038 0.106
C 0.162 1.195 -0.065
N 1.514 1.111 -0.182
C 1.772 -0.173 -0.075
N 0.657 -0.922 0.105
H -2.409 0.733 -0.032
H -0.354 2.145 -0.118
H 2.763 -0.605 -0.139
H 0.679 -1.920 0.255
*
```

Properties
SMILES = O=Cc1cnc[nH]1
frontier orbital gap = 9.96 eV
molecular weight = 96.09 g mol⁻¹

=====

Version d
# C4H4N2O

A cluster of 2 separate species, C4H4N2O in total (ωB97M-V with the def2-TZVPD basis set, the Open Molecules 2025 dataset).

ORCA input file:
```
! wB97M-V def2-TZVPD RIJCOSX def2/J DEFGRID3
* xyz 0 1
N -2.694 -0.438 1.532
C -1.836 0.298 1.284
C -0.773 1.261 0.933
O 0.294 1.273 1.484
C 1.501 -0.752 -0.510
C 0.307 -0.619 -1.315
N 1.182 -1.301 -1.895
H -1.047 1.961 0.127
H -0.704 -0.262 -1.490
H 2.231 0.055 -0.455
H 1.541 -1.475 0.304
*
```

Properties
SMILES = C1=NC1.N#CC=O
frontier orbital gap = 9.49 eV
molecular weight = 96.09 g mol⁻¹

=====

The structure with the least stability is version a.

=====

Version a
# C4H4N2O

A cluster of 2 separate species, C4H4N2O in total (ωB97M-V with the def2-TZVPD basis set, the Open Molecules 2025 dataset).

ORCA input file:
```
! wB97M-V def2-TZVPD RIJCOSX def2/J DEFGRID3
* xyz 0 1
N -1.141 0.644 2.238
C -0.270 0.707 1.472
C 0.837 0.863 0.604
O 1.175 0.015 -0.325
C 0.501 -0.927 -0.919
C -0.695 -1.493 -0.419
N -1.667 -2.022 -0.063
H 1.575 1.630 0.781
H -0.485 1.441 -1.055
H -0.620 0.873 -1.536
H 1.021 -1.373 -1.754
*
```

Properties
frontier orbital gap (spin up / spin down) = 7.83 / 7.83 eV
molecular weight = 96.09 g mol⁻¹

=====

Version b
# C4H4N2O

A cluster of 2 separate species, C4H4N2O in total (ωB97M-V with the def2-TZVPD basis set, the Open Molecules 2025 dataset).

ORCA input file:
```
! wB97M-V def2-TZVPD RIJCOSX def2/J DEFGRID3
* xyz 0 1
O -2.559 -0.548 0.482
C -1.443 -0.348 0.208
C -0.461 -0.147 -0.934
C -0.020 1.216 -0.618
N 0.945 1.224 0.259
C 1.098 -0.125 0.576
N 0.663 -0.880 -0.515
H -0.241 -0.280 1.185
H -0.509 2.128 -0.944
H 1.955 -0.432 1.171
H 0.544 -1.876 -0.384
*
```

Properties
frontier orbital gap = 9.37 eV
molecular weight = 96.09 g mol⁻¹

=====

Version c
# C4H4N2O

The molecule C4H4N2O (ωB97M-V with the def2-TZVPD basis set, the Open Molecules 2025 dataset).

ORCA input file:
```
! wB97M-V def2-TZVPD RIJCOSX def2/J DEFGRID3
* xyz 0 1
N 2.623 0.487 0.013
C 1.417 0.147 -0.042
C -0.549 -2.664 0.076
N -1.044 -1.597 0.046
C -1.599 -0.334 0.004
C -0.919 0.816 -0.013
O 0.406 1.090 0.010
H 2.708 1.502 0.099
H 1.120 -0.891 -0.138
H -2.683 -0.301 -0.017
H -1.480 1.744 -0.039
*
```

Properties
frontier orbital gap = 10.38 eV
molecular weight = 96.09 g mol⁻¹

=====

The structure with the least stability is version a.

=====

Version a
# C4H5FS

A structure of composition C4H5FS (ωB97M-V with the def2-TZVPD basis set, the Open Molecules 2025 dataset).

ORCA input file:
```
! wB97M-V def2-TZVPD RIJCOSX def2/J DEFGRID3
* xyz 0 1
C 1.142 0.827 0.074
C 0.698 -0.561 -0.144
C -0.748 -0.844 0.005
C -1.744 0.013 -0.021
H 2.389 0.701 -0.048
H 0.636 1.758 -0.573
H 0.946 1.243 1.207
H -2.730 -0.702 -0.034
H -1.728 1.035 -0.492
F -0.920 -2.141 0.067
S 2.060 -1.328 -0.041
*
```

Properties
frontier orbital gap = 7.30 eV
molecular weight = 104.15 g mol⁻¹

=====

Version b
# C4H5FS

The molecule C4H5FS (ωB97M-V with the def2-TZVPD basis set, the Open Molecules 2025 dataset).

ORCA input file:
```
! wB97M-V def2-TZVPD RIJCOSX def2/J DEFGRID3
* xyz 0 1
C 0.039 1.774 0.320
C 0.159 0.406 -0.276
C -0.300 -0.730 0.260
C -0.089 -1.990 -0.392
H -0.151 2.520 -0.489
H 0.996 2.055 0.820
H -0.749 1.846 1.072
H -0.753 -0.782 1.227
H 0.413 -2.013 -1.416
F 0.874 0.352 -1.418
S -0.438 -3.438 0.292
*
```

Properties
SMILES = C/C(F)=C/C=S
frontier orbital gap = 8.00 eV
molecular weight = 104.15 g mol⁻¹

=====

Version c
# C4H5FS

The molecule C4H5FS (ωB97M-V with the def2-TZVPD basis set, the Open Molecules 2025 dataset).

ORCA input file:
```
! wB97M-V def2-TZVPD RIJCOSX def2/J DEFGRID3
* xyz 0 1
C 1.764 0.176 -0.273
C 0.602 0.631 0.104
C -0.507 -0.163 0.662
C -1.551 -0.404 -0.363
H 2.481 0.793 -0.818
H 0.398 1.638 -0.290
H -0.985 0.399 1.430
H -0.137 -1.096 1.080
H -1.102 -0.515 -1.395
F 2.150 -1.118 -0.043
S -3.114 -0.340 -0.095
*
```

Properties
SMILES = F/C=C\CC=S
frontier orbital gap = 8.64 eV
molecular weight = 104.15 g mol⁻¹

=====

Version d
# C4H5FS

The molecule C4H5FS (ωB97M-V with the def2-TZVPD basis set, the Open Molecules 2025 dataset).

ORCA input file:
```
! wB97M-V def2-TZVPD RIJCOSX def2/J DEFGRID3
* xyz 0 1
C -0.725 1.028 -0.719
C 0.024 -0.328 -0.777
C 1.269 -0.676 0.114
C 1.978 -1.093 1.057
H -1.400 0.079 1.726
H -1.811 0.800 -1.340
H -0.288 1.992 -1.297
H 0.283 -0.515 -1.778
H 2.539 -1.597 2.075
F -0.787 -1.224 -0.251
S -1.082 1.533 1.191
*
```

Properties
SMILES = C#C[C@@H](F)CS
frontier orbital gap = 9.98 eV
molecular weight = 104.15 g mol⁻¹

=====

The structure with the least stability is version d.

=====

Version a
# C3H7NS2

The molecule C3H7NS2 (ωB97M-V with the def2-TZVPD basis set, the Open Molecules 2025 dataset).

ORCA input file:
```
! wB97M-V def2-TZVPD RIJCOSX def2/J DEFGRID3
* xyz 0 1
C 1.809 -0.030 -0.485
C 0.826 0.006 0.731
C -0.607 0.097 0.221
H 3.484 0.727 0.471
H 3.732 -0.167 -0.841
H 1.571 0.794 -1.193
H 1.595 -1.010 -0.948
H 1.120 0.917 1.284
H 1.029 -0.875 1.328
H -2.618 -0.980 -0.441
N 3.179 -0.126 -0.001
S -1.399 -1.458 -0.054
S -1.371 1.523 -0.100
*
```

Properties
SMILES = NCCC(=S)S
frontier orbital gap = 8.47 eV
molecular weight = 121.23 g mol⁻¹

=====

Version b
# C3H7NS2

A cluster of 2 separate species, C3H7NS2 in total (ωB97M-V with the def2-TZVPD basis set, the Open Molecules 2025 dataset).

ORCA input file:
```
! wB97M-V def2-TZVPD RIJCOSX def2/J DEFGRID3
* xyz 0 1
C 0.113 1.612 1.158
C -0.232 -2.013 -1.509
C 0.637 -1.373 -0.538
N -0.518 2.782 1.543
S 0.399 0.504 2.291
S 0.116 1.242 -0.527
H -0.583 -1.202 -2.159
H 0.167 -2.698 -2.180
H -1.175 -2.434 -1.257
H 1.697 -1.256 -0.880
H 0.528 -1.772 0.557
H -0.465 3.005 2.511
H -0.682 3.604 0.989
*
```

Properties
frontier orbital gap (spin up / spin down) = 6.67 / 6.67 eV
molecular weight = 121.23 g mol⁻¹

=====

The structure with the least stability is version b.

=====

Version a
# CH3NO2

The molecule CH3NO2 (ωB97M-V with the def2-TZVPD basis set, the Open Molecules 2025 dataset).

ORCA input file:
```
! wB97M-V def2-TZVPD RIJCOSX def2/J DEFGRID3
* xyz 0 1
C -0.165 0.924 -0.139
N 0.660 -0.357 -0.025
O -1.212 0.819 0.414
O -0.121 -1.526 0.038
H 0.121 1.990 -0.446
H 1.534 -0.464 -0.555
H -0.817 -1.387 0.713
*
```

Properties
SMILES = O=CNO
frontier orbital gap = 10.38 eV
molecular weight = 61.04 g mol⁻¹

=====

Version b
# CH3NO2

The molecule CH3NO2 (ωB97M-V with the def2-TZVPD basis set, the Open Molecules 2025 dataset).

ORCA input file:
```
! wB97M-V def2-TZVPD RIJCOSX def2/J DEFGRID3
* xyz 0 1
N 0.242 -0.894 0.319
C 0.098 0.200 -0.498
O -1.028 0.844 -0.169
O 0.712 0.537 -1.499
H -0.159 -0.764 1.190
H 1.004 -1.431 0.109
H -0.870 1.508 0.547
*
```

Properties
SMILES = NC(=O)O
frontier orbital gap = 10.90 eV
molecular weight = 61.04 g mol⁻¹

=====

The structure with the least stability is version a.